A | Density functional theory data (ωB97M-V/def2-TZVPD) for a 2-piece molecular cluster, C7H18NO3P overall.

Summary:
E_HOMO	-8.667	eV
orbital gap	9.5	eV

Last column: Löwdin charge in e.
Positions of all 30 atoms, in Å:
C (-3.415, 0.208, 1.735)  -0.05
C (4.227, 1.283, 0.935)  -0.10
C (4.267, -0.862, -0.279)  -0.04
C (-3.650, 0.183, -2.181)  -0.01
C (-4.063, 0.416, 0.312)  -0.16
C (3.733, 0.569, -0.275)  -0.55
C (-3.288, -0.276, -0.758)  -0.42
N (1.009, 1.614, 1.768)  -0.14
O (-0.064, 0.481, -0.151)  -0.35
O (-2.441, -1.149, -0.545)  0.03
O (2.325, 0.768, -0.332)  -0.36
P (1.227, 0.189, 0.847)  0.79
H (-3.823, -0.698, 2.113)  0.07
H (-2.378, 0.198, 1.611)  0.04
H (-3.847, 0.899, 2.382)  0.05
H (5.241, 1.357, 0.991)  0.03
H (3.709, 2.383, 1.048)  0.14
H (3.786, 0.678, 1.763)  0.07
H (5.331, -0.804, -0.172)  0.07
H (3.856, -1.373, -1.062)  0.05
H (3.963, -1.188, 0.792)  0.10
H (-4.234, 1.113, -2.227)  0.08
H (-2.763, 0.306, -2.708)  0.06
H (-4.461, -0.498, -2.562)  0.11
H (-5.111, 0.214, 0.357)  0.11
H (-4.111, 1.486, 0.038)  0.12
H (3.899, 1.155, -1.247)  0.16
H (0.383, 2.226, 1.303)  0.02
H (1.075, 1.801, 2.714)  0.01
H (-0.507, -0.474, -0.370)  0.09



B | Density functional theory data (ωB97M-V/def2-TZVPD) for a 2-piece molecular cluster, C7H18NO3P overall.

Summary:
E_HOMO	-7.489	eV
orbital gap	8.1	eV

Last column: Löwdin charge in e.
Positions of all 30 atoms, in Å:
C (1.450, -2.379, -0.824)  -0.16
C (-0.524, 0.307, -2.332)  -0.05
C (4.169, 0.245, 0.465)  -0.17
C (-2.070, 0.691, 0.288)  -0.19
C (-0.582, 0.527, 0.239)  -0.18
C (-2.544, 0.860, 1.769)  -0.33
C (0.070, 0.820, -1.067)  -0.49
N (-2.803, -0.357, 2.415)  -0.01
O (3.071, -0.562, -2.093)  -0.36
O (0.636, 2.020, -1.024)  0.02
O (2.855, -0.297, 0.441)  -0.34
P (2.115, -0.659, -0.992)  0.66
H (0.747, -2.437, -1.699)  0.05
H (2.297, -2.974, -0.944)  0.02
H (-1.653, 0.539, -2.380)  0.11
H (-0.616, -0.711, -2.098)  0.05
H (0.090, 0.692, -3.187)  0.11
H (4.113, 1.364, 0.361)  0.08
H (4.868, -0.028, -0.494)  0.12
H (4.700, 0.054, 1.397)  0.07
H (-2.405, 1.421, -0.352)  0.08
H (-2.706, -0.212, -0.099)  0.15
H (-0.294, -0.426, 0.623)  0.10
H (-0.351, 1.323, 0.911)  0.11
H (-3.458, 1.455, 1.817)  0.11
H (-1.756, 1.483, 2.229)  0.11
H (0.917, -2.500, 0.107)  0.03
H (-3.077, -0.134, 3.382)  0.09
H (-1.909, -0.845, 2.513)  0.08
H (0.815, 2.345, -1.966)  0.16



Which one is most stable, and which one is least stable? A is the most stable of them, while B is the least stable.



A | Density functional theory data (ωB97M-V/def2-TZVPD) for a single C3H4O2 molecule.

Summary:
spin multiplicity	3
E_HOMO (spin up / spin down)	-6.971 / -10.450	eV
orbital gap (spin up / spin down)	7.6 / 9.1	eV
<S²>	2.005

Last column: Löwdin charge in e.
Positions of all 9 atoms, in Å:
C (1.676, 0.283, -0.313)  -0.06
C (0.064, 0.591, -0.124)  -0.16
C (-1.377, -0.104, -0.152)  -0.26
O (1.992, -0.956, -0.041)  -0.03
O (-1.445, -1.302, -0.185)  0.02
H (0.300, 0.697, 1.021)  0.11
H (-0.141, 1.733, -0.470)  0.12
H (-2.338, 0.580, -0.018)  0.15
H (1.268, -1.522, 0.282)  0.11



B | Density functional theory data (ωB97M-V/def2-TZVPD) for a single C3H4O2 molecule.

Summary:
spin multiplicity	3
E_HOMO (spin up / spin down)	-6.337 / -9.207	eV
orbital gap (spin up / spin down)	7.0 / 6.8	eV
<S²>	2.011

Last column: Löwdin charge in e.
Positions of all 9 atoms, in Å:
C (1.033, -0.693, 0.129)  0.10
C (-0.447, 1.462, -0.142)  -0.25
C (-0.175, -0.029, 0.008)  -0.33
O (-1.623, 1.544, -0.005)  0.01
O (-1.292, -0.802, 0.120)  0.11
H (1.967, -0.340, -0.242)  0.07
H (0.973, -1.748, 0.377)  0.07
H (0.353, 2.229, -0.323)  0.12
H (-0.790, -1.623, 0.078)  0.09



C | Density functional theory data (ωB97M-V/def2-TZVPD) for a 2-piece molecular cluster, C3H4O2 overall.

Summary:
spin multiplicity	3
E_HOMO (spin up / spin down)	-6.595 / -10.905	eV
orbital gap (spin up / spin down)	7.3 / 9.2	eV
<S²>	2.004

Last column: Löwdin charge in e.
Positions of all 9 atoms, in Å:
C (-0.411, 0.925, -1.874)  -0.02
C (0.091, 0.003, -2.457)  0.00
C (0.506, -0.106, 1.136)  -0.15
O (-0.626, 0.185, 1.897)  -0.05
O (1.380, -0.473, 2.094)  -0.04
H (-0.915, 1.542, -1.153)  0.02
H (0.498, -0.529, -3.276)  0.01
H (-1.479, 0.282, 1.448)  0.10
H (0.924, -0.375, 2.969)  0.12



Which one is most stable, and which one is least stable? B is the most stable of them, while C is the least stable.



A | Density functional theory data (ωB97M-V/def2-TZVPD) for an isolated ion of composition C2H7ClN3 and charge +1.

Summary:
E_HOMO	-14.354	eV
orbital gap	10.4	eV
charge	+1

Last column: Löwdin charge in e.
Positions of all 13 atoms, in Å:
C (-1.127, 0.385, -0.344)  -0.67
C (0.984, -0.901, -0.172)  -0.14
N (-1.451, 1.648, 0.125)  0.05
N (2.218, -1.110, 0.192)  0.21
N (0.187, 0.053, 0.212)  0.07
Cl (-2.414, -0.989, 0.018)  0.49
H (-1.094, 0.363, -1.435)  0.12
H (0.542, -1.625, -0.854)  0.17
H (-2.185, 2.117, -0.388)  0.11
H (-1.608, 1.721, 1.124)  0.11
H (2.728, -0.489, 0.804)  0.15
H (2.702, -1.928, -0.152)  0.15
H (0.518, 0.756, 0.870)  0.17



B | Density functional theory data (ωB97M-V/def2-TZVPD) for C2H7ClN3 as an isolated structure.

Summary:
E_HOMO	-14.548	eV
orbital gap	9.9	eV
charge	+1

Last column: Löwdin charge in e.
Positions of all 13 atoms, in Å:
C (0.434, 0.124, -0.803)  -0.05
C (1.203, 0.214, 0.436)  -0.62
N (0.288, -1.157, -0.510)  0.04
N (1.021, -1.197, 0.656)  0.06
N (-1.596, 0.723, 0.064)  0.07
Cl (2.919, 0.502, -0.114)  0.69
H (0.248, 0.586, -1.730)  0.14
H (0.990, 0.939, 1.178)  0.11
H (-0.070, -1.891, -1.056)  0.17
H (0.292, -1.402, 1.354)  0.15
H (-2.238, 0.112, 0.668)  0.12
H (-2.142, 0.970, -0.776)  0.08
H (-1.349, 1.477, 0.634)  0.03



Which one is most stable, and which one is least stable? A is the most stable of them, while B is the least stable.



A | Density functional theory data (ωB97M-V/def2-TZVPD) for a single C4H13N2O molecule.

Summary:
spin multiplicity	2
E_HOMO (spin up / spin down)	-2.889 / -10.025	eV
orbital gap (spin up / spin down)	3.7 / 10.6	eV
<S²>	0.751

Last column: Löwdin charge in e.
Positions of all 20 atoms, in Å:
C (1.544, 0.719, -1.183)  -0.24
O (1.311, 1.771, -2.162)  -0.10
C (0.211, 0.328, -0.592)  -0.35
C (0.345, -1.026, 0.208)  -0.17
C (-1.001, -1.600, 0.631)  -0.27
N (-1.671, -0.782, 1.653)  -0.03
N (-0.269, 1.357, 0.393)  0.07
H (2.126, 1.218, -0.405)  0.10
H (2.052, -0.104, -1.672)  0.12
H (1.784, 1.506, -2.950)  0.07
H (-0.546, 0.219, -1.357)  0.13
H (1.012, -0.790, 1.037)  0.10
H (0.915, -1.655, -0.479)  0.11
H (-0.773, -2.618, 0.961)  0.11
H (-1.698, -1.604, -0.210)  0.11
H (-0.975, 0.967, 1.051)  0.04
H (-1.255, -0.888, 2.550)  0.06
H (-2.653, -1.006, 1.648)  0.07
H (-0.865, 2.066, -0.115)  0.04
H (0.403, 1.924, 0.994)  0.02



B | Density functional theory data (ωB97M-V/def2-TZVPD) for a 3-piece molecular cluster, C4H13N2O overall.

Summary:
spin multiplicity	2
E_HOMO (spin up / spin down)	-7.909 / -8.236	eV
orbital gap (spin up / spin down)	8.1 / 7.6	eV
<S²>	0.954

Last column: Löwdin charge in e.
Positions of all 20 atoms, in Å:
C (-1.503, 0.730, -0.503)  -0.29
C (-0.226, 1.610, -0.169)  -0.25
C (1.141, 1.035, -0.434)  -0.05
C (1.948, -1.149, -1.157)  -0.13
N (0.676, -1.650, -1.180)  0.00
N (-1.785, -0.452, 0.247)  -0.02
H (-1.347, 0.273, -1.502)  0.11
H (-2.311, 1.470, -0.402)  0.11
H (-0.434, 2.455, -0.837)  0.10
H (-0.317, 1.932, 0.863)  0.09
H (1.822, 1.570, -1.098)  0.06
H (1.654, 0.765, 0.498)  0.05
H (2.617, -1.090, -2.031)  0.09
H (2.504, -1.373, -0.265)  0.05
H (-1.238, -1.279, 0.074)  0.04
H (0.351, -0.679, -1.353)  -0.01
H (-2.097, -0.298, 1.189)  0.05
H (0.385, -0.089, 1.761)  0.00
H (0.184, -0.669, 3.224)  0.05
O (-0.234, -0.233, 2.477)  -0.05



Which one is most stable, and which one is least stable? A is the most stable of them, while B is the least stable.